1.
Here is a single CH2N2O2 molecule in a non-equilibrium geometry from the Open Molecules 2025 dataset. Energies are from ωB97M-V/def2-TZVPD.

XYZ file:
```
7
Properties=species:S:1:pos:R:3:forces:R:3:mulliken_charge:R:1
C 1.087 0.084 0.084 1.5 -0.4 -2.0 -0.233
N 0.103 -0.137 0.786 -0.7 -0.2 2.8 -0.301
N -1.046 -0.123 0.049 -2.4 3.0 -1.0 0.988
O -1.681 -1.085 -0.181 -0.3 -2.9 0.1 -0.531
O -1.429 1.003 -0.269 0.7 -0.1 0.2 -0.504
H 2.048 0.273 0.520 0.3 -0.2 0.1 0.288
H 0.918 -0.016 -0.989 0.8 0.6 -0.2 0.292
```
Forces are in eV/Å.

Values from the calculation:
**Lowest unoccupied orbital energy**: 0.05 eV
**SMILES**: C=N[N+](=O)[O-]
**Frontier orbital gap**: 0.4088 hartree
**HOMO energy**: -0.407 Eh
**Strongest force on any atom**: 3.9 eV/Å
**ΔE to the lowest compared entry with this formula, charge and spin**: 524.82 kJ/mol

2.
Here is a single C2HClN2S molecule in a non-equilibrium geometry from the Open Molecules 2025 dataset. Energies are from ωB97M-V/def2-TZVPD.

XYZ file:
```
7
Properties=species:S:1:pos:R:3:forces:R:3:mulliken_charge:R:1
C -0.508 0.124 -0.039 1.1 -0.8 0.0 -0.105
C 0.817 0.513 0.029 2.9 2.0 0.3 0.061
N -1.041 -1.051 0.017 0.3 -0.4 0.5 0.570
N -1.602 -1.994 0.167 -0.4 -1.2 -0.1 -0.524
S 1.282 2.109 0.096 -0.9 -0.8 -0.1 -0.254
Cl 2.188 -0.566 0.043 -0.8 -1.0 0.0 -0.151
H -1.137 0.866 -0.312 -2.2 2.1 -0.6 0.404
```
Forces are in eV/Å.

Values from the calculation:
**Lowest unoccupied orbital energy**: -0.86 eV
**Frontier orbital gap**: 0.2900 hartree
**HOMO energy**: -0.322 Eh
**Strongest force on any atom**: 3.5 eV/Å
**ΔE to the lowest compared entry with this formula, charge and spin**: 95.77 kJ/mol

3.
Here is a molecular structure, C32H38BrN4O6S2SbV in a non-equilibrium geometry from the Open Molecules 2025 dataset. Energies are from ωB97M-V/def2-TZVPD.

XYZ file:
```
85
Properties=species:S:1:pos:R:3:forces:R:3:mulliken_charge:R:1
V 0.137 -0.770 0.074 -0.3 1.4 0.5 0.838
C -2.991 -0.839 -1.890 0.0 -0.1 0.0 -0.887
C -3.090 -0.840 -0.393 0.1 0.1 -0.2 0.597
C -4.188 -1.430 0.234 0.0 0.1 -0.3 -0.619
C -4.360 -1.250 1.581 -0.1 0.0 0.3 -0.792
C -3.491 -0.397 2.251 -0.1 0.1 0.0 -0.616
C -2.409 0.137 1.576 0.2 0.0 0.2 0.092
N -2.157 -0.165 0.290 -0.1 -0.3 0.1 0.354
Sb -1.459 1.700 2.749 0.0 -0.2 0.1 0.882
C -1.470 3.211 1.234 0.0 0.1 0.1 0.299
C -1.272 4.523 1.637 0.0 0.1 -0.1 -0.878
C -1.274 5.511 0.661 0.0 0.0 0.0 -0.545
C -1.479 5.145 -0.656 0.0 0.0 0.0 -0.675
C -1.702 3.802 -0.964 0.0 0.0 -0.1 0.606
C -1.922 3.348 -2.380 0.0 0.0 0.0 -1.104
N -1.705 2.859 -0.027 -0.2 0.1 0.0 0.091
C 0.656 1.252 3.171 -0.1 0.1 0.1 0.300
C 0.785 0.885 4.492 0.1 0.0 0.1 -0.514
C 2.043 0.567 4.998 -0.1 0.1 0.1 -0.571
C 3.124 0.584 4.158 0.1 0.1 -0.1 -0.890
C 2.959 0.917 2.814 -0.1 0.1 0.1 1.213
C 4.093 0.769 1.855 0.0 0.0 0.1 -1.521
N 1.746 1.291 2.383 0.1 0.0 0.0 -0.235
H -3.814 -0.234 -2.281 0.0 0.0 0.0 0.570
H -3.084 -1.837 -2.315 0.0 -0.1 0.0 -0.060
H -2.063 -0.392 -2.224 0.2 0.0 0.0 -0.082
H -4.891 -2.008 -0.352 0.0 0.0 0.0 0.508
H -5.181 -1.725 2.103 0.0 0.0 0.0 0.423
H -3.655 -0.149 3.292 0.0 0.0 0.0 0.410
H -1.116 4.769 2.680 0.0 0.0 0.0 0.416
H -1.114 6.548 0.927 0.0 0.0 0.0 0.418
H -1.477 5.887 -1.444 0.0 0.0 0.0 0.441
H -2.169 2.288 -2.387 0.0 0.0 0.0 -0.038
H -2.723 3.912 -2.859 0.0 0.0 0.0 0.430
H -1.017 3.491 -2.973 0.0 0.0 0.0 0.289
H -0.090 0.847 5.127 0.0 0.0 0.0 0.415
H 2.161 0.292 6.038 0.0 0.0 0.0 0.400
H 4.109 0.301 4.502 0.0 0.0 0.0 0.435
H 5.037 0.828 2.394 0.0 0.0 0.0 0.494
H 4.072 1.499 1.054 0.0 0.0 0.0 0.314
H 4.010 -0.221 1.400 0.0 0.0 0.0 0.219
O 0.920 -3.416 1.622 0.2 0.1 0.2 -0.621
S 1.301 -2.055 1.888 0.3 -0.5 0.3 1.130
O 2.155 -1.812 3.014 -0.2 0.0 -0.2 -0.583
O 1.872 -1.402 0.600 -0.1 -0.3 0.2 -0.516
O 0.008 -1.178 1.948 0.0 -0.8 -0.2 -0.434
C -0.406 -2.242 -7.618 0.0 0.0 0.0 -1.629
C 0.385 -3.265 -6.793 0.0 0.0 0.0 1.814
C 1.858 -3.227 -7.219 0.0 0.0 0.0 -1.687
C -0.168 -4.658 -7.093 0.0 0.0 0.0 -2.058
C 0.272 -2.909 -5.312 0.0 0.1 0.0 -0.564
C 0.762 -1.687 -4.854 0.0 -0.1 0.0 0.610
C 0.640 -1.349 -3.527 0.1 -0.1 -0.1 -0.616
Br 1.394 0.291 -2.962 -0.1 0.0 0.0 -0.195
C 0.021 -2.201 -2.596 0.0 0.2 0.3 0.108
O -0.119 -1.773 -1.323 -0.4 -0.9 -0.9 0.530
C -0.446 -3.447 -3.013 -0.1 -0.2 -0.2 -0.662
C -0.301 -3.748 -4.374 0.0 -0.1 0.0 -0.217
C -1.066 -4.572 -2.154 0.0 0.1 0.0 2.582
C -1.359 -4.234 -0.690 0.0 0.1 0.0 -2.316
C -0.078 -5.749 -2.151 0.0 0.0 0.0 -1.794
C -2.389 -5.028 -2.792 0.0 0.0 0.0 -1.689
H -0.324 -2.471 -8.683 0.0 0.0 0.0 0.444
H -0.034 -1.229 -7.462 0.0 0.0 0.0 0.327
H -1.463 -2.258 -7.344 0.0 0.0 0.0 0.362
H 1.954 -3.518 -8.267 0.0 0.0 0.0 0.461
H 2.455 -3.915 -6.617 0.0 0.0 0.0 0.371
H 2.285 -2.229 -7.110 0.0 0.0 0.0 0.319
H -0.073 -4.863 -8.160 0.0 0.0 0.0 0.439
H -1.225 -4.740 -6.833 0.0 0.0 0.0 0.380
H 0.379 -5.436 -6.556 0.0 0.0 0.0 0.380
H 1.250 -0.991 -5.523 0.0 0.0 0.0 0.441
H -0.656 -4.714 -4.701 0.0 0.0 0.0 0.272
H -0.468 -3.977 -0.127 0.1 0.0 0.0 0.271
H -1.794 -5.120 -0.221 0.0 0.0 0.0 0.701
H -2.084 -3.425 -0.586 0.0 0.1 0.0 0.251
H 0.861 -5.458 -1.678 0.0 0.0 0.0 0.375
H 0.141 -6.100 -3.161 0.0 0.0 0.0 0.300
H -0.498 -6.582 -1.585 0.0 0.0 0.0 0.486
H -3.078 -4.190 -2.917 0.0 0.0 0.0 0.213
H -2.866 -5.763 -2.141 0.0 0.0 0.0 0.501
H -2.252 -5.494 -3.768 0.0 0.0 0.0 0.340
O 2.509 2.296 -0.155 0.0 0.0 0.1 -0.660
S 1.269 2.114 0.579 0.2 0.1 -0.3 0.625
N 0.442 0.914 0.090 0.2 0.7 -0.1 -0.222
```
Forces are in eV/Å.

Values from the calculation:
**Lowest unoccupied orbital energy (alpha / beta)**: -0.44 / -0.18 eV
**Frontier orbital gap (alpha / beta)**: 0.2835 / 0.3014 hartree
**Expectation value of S²**: 0.760
**HOMO energy (alpha / beta)**: -0.300 / -0.308 Eh
**2S+1**: 2
**Strongest force on any atom**: 1.5 eV/Å
**ΔE to the lowest compared entry with this formula, charge and spin**: 75.14 kJ/mol

Q: The highest strongest force on any atom belongs to which entry?
A: CH2N2O2

Q: What is the strongest force on any atom in the first record?
A: 3.9 eV/Å

Q: Which value of strongest force on any atom does entry 2 give?
A: 3.5 eV/Å